# 1
{"formula": "C19H27FN4O4S", "method": "the ωB97M-V functional and the def2-TZVPD basis", "charge": 0, "smiles": "CN(C(=O)c1cc(S(N)(=O)=O)n(C)c1)[C@H]1CCCN(C(=O)C(F)=C2CCC2)CC1", "e_lumo_ev": 0.5, "gap_ev": 9.44, "multiplicity": 1, "homo_energy_ha": -0.3295, "de_lowest_kcal_mol": 12.2, "symbols": ["C", "N", "C", "O", "C", "C", "C", "S", "N", "O", "O", "N", "C", "C", "C", "C", "C", "C", "N", "C", "O", "C", "F", "C", "C", "C", "C", "C", "C", "H", "H", "H", "H", "H", "H", "H", "H", "H", "H", "H", "H", "H", "H", "H", "H", "H", "H", "H", "H", "H", "H", "H", "H", "H", "H", "H"], "xyz": [[-1.562200, 1.431421, 0.614390], [-0.154406, 1.279292, 0.243888], [0.439736, 2.559297, 0.008032], [0.311539, 3.185419, -1.020816], [1.168338, 3.097343, 1.161831], [1.467577, 2.455344, 2.385747], [2.165027, 3.362265, 3.139786], [2.820306, 3.115605, 4.725703], [1.932088, 4.154632, 5.658285], [2.525081, 1.759729, 5.071482], [4.158030, 3.628855, 4.783744], [2.304443, 4.535000, 2.423542], [2.996997, 5.738043, 2.858798], [1.702536, 4.372345, 1.230033], [0.063814, 0.328182, -0.872587], [-0.007031, -1.104840, -0.315689], [0.990856, -2.080986, -0.943766], [1.072926, -1.981611, -2.469895], [-0.209239, -1.663615, -3.101181], [-1.308585, -2.462696, -3.040561], [-2.441436, -2.032412, -3.219866], [-1.157629, -3.912400, -2.723806], [0.038330, -4.511708, -2.979819], [-2.134570, -4.639852, -2.214855], [-2.204056, -6.069422, -1.734644], [-3.524800, -5.698082, -1.003673], [-3.537795, -4.339881, -1.757036], [-0.460278, -0.238176, -3.319927], [-0.886131, 0.517602, -2.064933], [-1.980615, 0.451361, 0.842800], [-1.631364, 2.044453, 1.514645], [-2.162658, 1.901721, -0.170730], [1.215949, 1.449888, 2.674843], [1.097811, 3.710872, 6.023398], [2.513912, 4.532596, 6.396876], [2.863664, 6.499112, 2.094922], [2.574251, 6.089751, 3.797907], [4.055527, 5.534061, 3.000364], [1.684660, 5.160423, 0.495477], [1.089751, 0.519884, -1.208097], [0.176168, -1.065988, 0.759397], [-1.022853, -1.490328, -0.448618], [1.991150, -1.898871, -0.540813], [0.719747, -3.098940, -0.654154], [1.743488, -1.169574, -2.749304], [1.492526, -2.889929, -2.890567], [-2.348970, -6.773973, -2.555553], [-1.369084, -6.417266, -1.127456], [-4.373147, -6.357502, -1.172126], [-3.380767, -5.577414, 0.068744], [-3.675112, -3.427996, -1.178365], [-4.236558, -4.310360, -2.593547], [0.460749, 0.187760, -3.723140], [-1.236383, -0.145238, -4.076319], [-1.887144, 0.179701, -1.787847], [-0.944184, 1.577076, -2.314949]], "forces_ev_per_angstrom": [[0.1, 0.0, 0.3], [0.1, -0.1, -0.4], [-0.4, 0.3, 0.3], [0.3, -0.2, -0.1], [0.0, 0.0, 0.0], [0.0, 0.0, 0.0], [0.0, 0.0, 0.0], [0.0, 0.0, 0.0], [0.0, 0.0, 0.0], [0.0, 0.0, 0.0], [0.0, 0.0, 0.0], [0.0, 0.0, 0.0], [0.0, 0.0, 0.0], [0.0, 0.0, 0.0], [0.0, 0.0, 0.0], [0.0, 0.0, 0.0], [0.0, 0.0, 0.0], [0.0, 0.0, 0.0], [0.0, 0.0, 0.0], [0.0, 0.0, 0.0], [0.0, 0.0, 0.0], [0.0, 0.0, 0.0], [0.0, 0.0, 0.0], [0.0, 0.0, 0.0], [0.0, 0.0, 0.0], [0.0, 0.0, 0.0], [0.0, 0.0, 0.0], [0.0, 0.0, 0.0], [0.0, 0.0, 0.0], [0.0, 0.0, 0.0], [0.0, 0.0, 0.0], [0.0, 0.0, 0.0], [0.0, 0.0, 0.0], [0.0, 0.0, 0.0], [0.0, 0.0, 0.0], [0.0, 0.0, 0.0], [0.0, 0.0, 0.0], [0.0, 0.0, 0.0], [0.0, 0.0, 0.0], [0.0, 0.0, 0.0], [0.0, 0.0, 0.0], [0.0, 0.0, 0.0], [0.0, 0.0, 0.0], [0.0, 0.0, 0.0], [0.0, 0.0, 0.0], [0.0, 0.0, 0.0], [0.0, 0.0, 0.0], [0.0, 0.0, 0.0], [0.0, 0.0, 0.0], [0.0, 0.0, 0.0], [0.0, 0.0, 0.0], [0.0, 0.0, 0.0], [0.0, 0.0, 0.0], [0.0, 0.0, 0.0], [0.0, 0.0, 0.0], [0.0, 0.0, 0.0]]}

# 2
{"formula": "C19H27N2O4PSSiV", "method": "the ωB97M-V functional and the def2-TZVPD basis", "charge": 3, "e_lumo_ev": [-11.2, -10.6], "gap_ev": [6.27, 6.82], "multiplicity": 1, "homo_energy_ha": [-0.6412, -0.6412], "de_lowest_kcal_mol": 5.8, "symbols": ["V", "C", "Si", "C", "C", "N", "C", "C", "C", "C", "C", "C", "O", "C", "C", "C", "C", "C", "C", "H", "H", "H", "H", "H", "H", "H", "H", "H", "H", "H", "H", "H", "H", "H", "H", "H", "H", "C", "O", "P", "O", "C", "O", "C", "H", "H", "H", "H", "H", "H", "H", "H", "H", "S", "C", "N"], "xyz": [[-0.316780, 0.321228, -0.400314], [2.235432, 1.927679, 3.216552], [0.677616, 2.459813, 4.009393], [0.258066, 1.866078, 5.674338], [-0.432941, 3.572729, 3.088043], [-0.270842, -0.308603, 1.121088], [-0.742720, -1.509632, 1.570603], [-0.754543, -2.078345, 2.846180], [-1.373248, -3.304793, 2.992557], [-1.962476, -3.952048, 1.902264], [-1.946945, -3.408457, 0.616120], [-1.322937, -2.198325, 0.494586], [-1.170854, -1.441881, -0.685423], [-1.757448, -1.898417, -1.931278], [-3.022321, -1.450866, -2.245008], [-3.574288, -1.905044, -3.437166], [-2.856184, -2.768274, -4.254503], [-1.582251, -3.194949, -3.896056], [-1.010147, -2.760098, -2.707438], [3.075682, 2.030664, 3.909318], [2.439502, 2.508886, 2.317253], [2.168254, 0.865076, 2.957525], [0.354095, 2.700741, 6.382281], [0.920925, 1.068499, 6.009790], [-0.783368, 1.538519, 5.731441], [-0.211824, 4.609554, 3.376406], [-1.483730, 3.401628, 3.328151], [-0.271275, 3.490750, 2.012222], [-0.289973, -1.578255, 3.684462], [-1.408113, -3.773143, 3.966155], [-2.446539, -4.907432, 2.055331], [-2.401794, -3.914899, -0.224324], [-3.567141, -0.787325, -1.585653], [-4.568963, -1.588755, -3.719239], [-3.294922, -3.116667, -5.179480], [-1.034142, -3.870517, -4.538414], [-0.033409, -3.101104, -2.387779], [4.607256, 0.819234, -0.828335], [3.338136, 0.990044, -1.562327], [1.886944, 0.932922, -1.037324], [1.242119, 2.377668, -0.875476], [1.443477, 3.507658, -1.818992], [1.030898, 0.277569, -2.244071], [1.498637, -0.313016, -3.516370], [5.353654, 0.646640, -1.594716], [4.529494, -0.039764, -0.168225], [4.819424, 1.734945, -0.285585], [0.687575, 3.433209, -2.595206], [2.446572, 3.447834, -2.231773], [1.321429, 4.411854, -1.234277], [1.856308, -1.318735, -3.319975], [2.286001, 0.317810, -3.915640], [0.634290, -0.316509, -4.171528], [-2.084504, 1.641805, -0.100087], [-1.754052, 1.924621, -1.738704], [-1.381123, 1.980202, -2.831387]], "forces_ev_per_angstrom": [[-0.2, -0.1, 0.4], [0.0, 0.1, 0.0], [0.0, 0.1, 0.2], [0.0, 0.0, 0.0], [-0.1, 0.0, 0.0], [-0.1, -0.1, 0.0], [0.0, 0.0, -0.1], [0.0, 0.0, 0.0], [0.0, 0.0, 0.0], [0.0, 0.0, 0.0], [0.0, 0.0, 0.0], [-0.1, -0.1, -0.2], [0.1, -0.1, -0.1], [0.0, 0.0, 0.1], [0.0, 0.0, 0.0], [0.0, 0.0, 0.0], [0.0, 0.0, 0.0], [0.0, 0.0, 0.0], [0.0, 0.0, 0.0], [0.0, 0.0, 0.0], [0.0, 0.0, 0.0], [0.0, 0.0, 0.0], [0.0, 0.0, 0.0], [0.0, 0.0, 0.0], [0.0, 0.0, 0.0], [0.0, 0.0, 0.0], [0.0, 0.0, 0.0], [0.0, 0.0, 0.0], [0.0, 0.0, 0.0], [0.0, 0.0, 0.0], [0.0, 0.0, 0.0], [0.0, 0.0, 0.0], [0.0, 0.0, 0.0], [0.0, 0.0, 0.0], [0.0, 0.0, 0.0], [0.0, 0.0, 0.0], [0.0, 0.0, 0.0], [0.0, 0.1, 0.0], [0.0, -0.1, 0.1], [-0.3, 0.3, -0.3], [0.5, 0.0, -0.1], [-0.1, 0.0, 0.0], [0.2, -0.2, 0.1], [-0.1, 0.1, -0.1], [0.0, 0.0, 0.0], [0.0, 0.0, 0.0], [0.0, 0.0, 0.0], [0.0, 0.0, 0.0], [0.0, 0.0, 0.0], [0.0, 0.0, 0.0], [0.0, 0.0, 0.0], [0.0, 0.0, 0.0], [0.0, 0.0, 0.0], [0.1, 0.1, 0.0], [-0.1, 0.1, 0.1], [0.0, -0.1, 0.0]]}

# 3
{"formula": "C19H27N2SY", "method": "the ωB97M-V functional and the def2-TZVPD basis", "charge": 2, "e_lumo_ev": -6.9, "gap_ev": 8.33, "multiplicity": 1, "homo_energy_ha": -0.5596, "de_lowest_kcal_mol": 0.0, "symbols": ["Y", "C", "C", "C", "C", "C", "H", "H", "H", "H", "H", "C", "C", "C", "C", "C", "C", "C", "C", "C", "C", "H", "H", "H", "H", "H", "H", "H", "H", "H", "H", "H", "H", "H", "H", "C", "N", "C", "C", "N", "C", "S", "H", "H", "H", "H", "H", "H", "H", "H"], "xyz": [[0.109445, -0.730639, -0.168962], [-2.395533, -0.710157, 0.433892], [-2.004014, 0.621165, 0.119948], [-1.139016, 1.067956, 1.143661], [-0.945446, -0.003253, 2.046307], [-1.719874, -1.100457, 1.606606], [-3.106426, -1.294687, -0.132835], [-2.399668, 1.219114, -0.686944], [-0.757555, 2.067498, 1.258170], [-0.353553, 0.025327, 2.949541], [-1.834943, -2.032186, 2.142707], [4.885809, -0.726482, 0.188697], [4.107133, -0.859718, -1.116329], [3.968305, -2.319128, -1.544045], [2.802685, -0.081025, -1.131671], [2.484337, 0.898390, -0.180580], [1.444928, 1.802600, -0.382911], [0.633557, 1.754496, -1.530720], [-0.375983, 2.821156, -1.819168], [0.869053, 0.704857, -2.425979], [1.933517, -0.189732, -2.235466], [5.828236, -1.264490, 0.100263], [4.341312, -1.149944, 1.035864], [5.135721, 0.309225, 0.417285], [4.697784, -0.363814, -1.897375], [3.371050, -2.876338, -0.821737], [4.955161, -2.778716, -1.580677], [3.532574, -2.433962, -2.536912], [3.097879, 0.993337, 0.705747], [1.291152, 2.589425, 0.343395], [0.112531, 3.625523, -2.373890], [-0.780710, 3.256476, -0.906706], [-1.193092, 2.453310, -2.437263], [0.256743, 0.612090, -3.316870], [2.125557, -0.942842, -2.989462], [2.983767, -5.171898, 0.599164], [1.724284, -4.650576, 0.088749], [0.987176, -5.363423, -0.957686], [-0.217401, -4.451323, -1.233421], [-0.047666, -3.310246, -0.277802], [1.163178, -3.526144, 0.443348], [1.719648, -2.353394, 1.518319], [3.608410, -5.472072, -0.240610], [2.785674, -6.035573, 1.233216], [3.482143, -4.399336, 1.178303], [0.710235, -6.357898, -0.608966], [1.632190, -5.470018, -1.830052], [-1.161251, -4.952439, -1.036983], [-0.225619, -4.086976, -2.256612], [-0.814124, -3.290858, 0.397153]], "forces_ev_per_angstrom": [[0.7, 0.2, 0.3], [0.1, 0.1, -0.3], [-0.4, -0.2, 0.2], [-0.2, -0.3, 0.2], [0.0, 0.2, 0.1], [-0.2, 0.0, 0.1], [0.0, 0.0, 0.0], [0.0, 0.0, 0.0], [0.1, 0.0, 0.0], [0.0, 0.0, 0.0], [0.0, 0.0, 0.0], [0.0, -0.1, 0.0], [0.1, 0.1, 0.0], [0.0, -0.1, 0.0], [-0.2, -0.2, -0.6], [0.1, 0.0, 0.1], [0.0, 0.0, -0.1], [0.1, -0.1, 0.0], [0.0, 0.0, 0.0], [0.1, -0.1, 0.0], [0.1, 0.0, 0.2], [0.0, 0.0, 0.0], [0.0, 0.0, 0.0], [0.0, 0.0, 0.0], [0.0, 0.0, 0.0], [0.0, 0.0, 0.0], [0.0, 0.0, 0.0], [0.0, 0.0, 0.0], [0.0, 0.0, 0.0], [0.0, 0.0, 0.0], [0.0, 0.0, 0.0], [0.0, 0.0, 0.0], [0.0, 0.0, 0.0], [0.0, 0.0, 0.0], [0.0, 0.1, 0.0], [0.0, 0.0, 0.0], [-0.1, 0.1, -0.1], [0.0, -0.1, 0.0], [0.0, 0.0, 0.0], [-0.1, -0.1, 0.0], [0.1, 0.0, 0.1], [-0.3, 0.1, -0.2], [0.0, 0.0, 0.0], [0.0, 0.0, 0.0], [0.0, 0.0, 0.0], [0.0, 0.0, 0.0], [0.0, 0.0, 0.0], [0.0, 0.0, 0.0], [0.0, 0.0, 0.0], [0.1, 0.0, 0.0]]}

# 4
{"formula": "C19H27N3O2S", "method": "the ωB97M-V functional and the def2-TZVPD basis", "charge": 0, "smiles": "CCOC(=O)CCc1c(C)nc(SCCN2CCCC2)c(C#N)c1C", "e_lumo_ev": 0.5, "gap_ev": 8.72, "multiplicity": 1, "homo_energy_ha": -0.3026, "de_lowest_kcal_mol": 43.4, "symbols": ["C", "C", "H", "H", "O", "C", "O", "C", "H", "H", "C", "C", "C", "C", "C", "N", "C", "C", "H", "H", "H", "S", "C", "H", "H", "C", "N", "C", "H", "C", "H", "H", "C", "H", "H", "C", "H", "H", "H", "H", "H", "C", "N", "C", "H", "H", "H", "H", "H", "H", "H", "H"], "xyz": [[-6.374095, -1.677591, 0.684344], [-5.855560, -0.381898, 0.090789], [-6.132328, -0.284879, -0.964957], [-6.249139, 0.489573, 0.625458], [-4.428850, -0.376234, 0.193589], [-3.797593, 0.691403, -0.297359], [-4.355985, 1.629187, -0.802537], [-2.299419, 0.537406, -0.172699], [-2.069998, -0.036449, 0.724907], [-1.852431, 1.528652, -0.098419], [-1.772780, -0.191241, -1.423979], [-0.286611, -0.405773, -1.350159], [0.243017, -1.560895, -0.770051], [1.635542, -1.708959, -0.733426], [2.433681, -0.691504, -1.279519], [1.916998, 0.396135, -1.812813], [0.603384, 0.556384, -1.846909], [0.139664, 1.829282, -2.483872], [1.006405, 2.432005, -2.740269], [-0.506354, 2.395575, -1.816627], [-0.416801, 1.617514, -3.395926], [4.178192, -0.895955, -1.366710], [4.676698, 0.818919, -1.017414], [5.695802, 0.936443, -1.380001], [3.995713, 1.462533, -1.569621], [4.587243, 1.042344, 0.490563], [3.243786, 0.783862, 0.950789], [3.114185, 0.135577, 2.240510], [3.495490, -0.885727, 2.184413], [1.609670, 0.185880, 2.514777], [1.402298, 0.277947, 3.579286], [1.134882, -0.725524, 2.153578], [1.113421, 1.405564, 1.715741], [0.680993, 2.169578, 2.359830], [0.358667, 1.102998, 0.992020], [2.358780, 1.928196, 0.994175], [2.142511, 2.273374, -0.018150], [2.811131, 2.764348, 1.557736], [3.667656, 0.676991, 3.027556], [4.917201, 2.068310, 0.726967], [5.267410, 0.343139, 0.984159], [2.244205, -2.819265, -0.115780], [2.733310, -3.709701, 0.418444], [-0.630918, -2.639561, -0.208811], [-1.174032, -3.136108, -1.013657], [-0.031739, -3.386545, 0.306405], [-1.361825, -2.234009, 0.487933], [-2.283715, -1.151033, -1.510862], [-2.022914, 0.404130, -2.302822], [-5.967824, -2.527974, 0.143308], [-7.457796, -1.700073, 0.618859], [-6.079227, -1.756371, 1.727227]], "forces_ev_per_angstrom": [[0.3, 0.3, -0.1], [-0.5, 0.1, -0.1], [0.0, 0.0, 0.2], [0.1, -0.1, -0.1], [0.1, -0.4, 0.2], [0.3, 0.3, 0.1], [-0.1, 0.1, -0.1], [-0.2, 0.0, -0.2], [0.1, 0.0, 0.0], [0.0, 0.0, 0.0], [0.1, 0.1, 0.2], [0.1, -0.1, 0.0], [0.2, 0.1, -0.1], [-0.4, 1.0, -0.6], [-0.1, -0.3, 0.0], [0.2, 0.1, -0.2], [-0.2, -0.2, 0.1], [0.0, 0.0, 0.0], [0.0, 0.0, 0.0], [-0.1, 0.1, 0.0], [-0.1, 0.1, -0.1], [0.3, 0.1, -0.1], [-0.1, -0.4, 0.2], [0.0, 0.0, -0.1], [0.1, 0.1, 0.0], [0.1, 0.0, -0.2], [0.0, 0.1, 0.2], [0.0, -0.1, 0.1], [0.1, 0.0, 0.1], [0.1, 0.0, 0.1], [0.0, -0.1, 0.0], [0.0, 0.0, 0.0], [0.0, 0.1, 0.0], [-0.1, 0.0, 0.0], [-0.1, 0.0, 0.0], [-0.1, 0.1, -0.1], [0.0, 0.1, 0.0], [0.0, 0.0, 0.0], [0.0, 0.0, 0.0], [0.0, -0.1, 0.1], [0.0, 0.1, 0.0], [0.2, -0.4, 0.3], [0.1, -0.3, 0.1], [0.0, 0.0, 0.0], [-0.1, 0.0, 0.0], [-0.1, 0.0, 0.0], [-0.1, 0.0, 0.0], [0.0, 0.0, -0.1], [0.0, -0.1, 0.0], [0.0, -0.1, 0.0], [-0.1, 0.0, 0.0], [0.0, 0.0, 0.1]]}